Record 1
This record from the OMol25 dataset describes 2 unconnected molecules or ions with the total composition C2H5P in a non-equilibrium geometry. The level of theory is wB97M-V/def2-TZVPD.

Last column: natural (NBO) charge in e.
Element x y z (Å)
C 0.33012 -1.16502 -0.13784  -0.915
H 1.08387 -0.30839 -0.43674  0.243
H -1.06937 -0.44700 -2.34691  0.077
P -1.21891 -0.22769 0.53248  0.695
C -1.80399 0.32390 -0.87612  -0.762
H 0.15986 -1.83576 -0.99885  0.240
H 0.67931 -1.71541 0.77370  0.221
H -2.71638 0.78625 -1.20756  0.202

Properties
HOMO-LUMO gap	9.371	eV
total charge	0
multiplicity	1
HOMO energy	-9.330	eV

---

Record 2
This record from the OMol25 dataset describes a single C2H5P molecule in a non-equilibrium geometry. The level of theory is wB97M-V/def2-TZVPD.

Last column: natural (NBO) charge in e.
Element x y z (Å)
C 0.55320 -1.27032 -0.46856  -0.900
H -0.87030 2.18591 0.63881  0.221
H -0.30379 -0.35133 1.76138  -0.003
P -0.45586 -0.16111 0.38092  0.927
H 0.78528 -1.24804 -1.56703  0.234
C -0.19236 1.50010 0.19604  -0.899
H 0.58228 -2.29284 -0.12831  0.225
H -0.09844 1.63763 -0.81326  0.195

Properties
HOMO-LUMO gap (spin up / spin down)	7.505 / 7.507	eV
total charge	0
multiplicity	1
HOMO energy (spin up / spin down)	-7.791 / -7.816	eV

---

Record 3
This record from the OMol25 dataset describes 2 unconnected molecules or ions with the total composition C2H5P in a non-equilibrium geometry. The level of theory is wB97M-V/def2-TZVPD.

Last column: natural (NBO) charge in e.
Element x y z (Å)
C -0.65080 0.57678 -0.17988  -0.717
H 1.67123 0.51743 1.98330  -0.032
P -0.31250 -0.50712 1.23266  0.499
H -1.60578 0.47464 -0.56160  0.231
C 0.16474 -0.67824 -0.55054  -0.683
H -0.34327 -1.40445 -1.22217  0.244
H -0.12355 1.57720 -0.22144  0.232
H 1.19994 -0.55625 -0.48033  0.225

Properties
HOMO-LUMO gap (spin up / spin down)	8.543 / 8.060	eV
total charge	0
multiplicity	3
HOMO energy (spin up / spin down)	-7.230 / -9.845	eV

---

Record 4
This record from the OMol25 dataset describes a single C2H5PS molecule in a non-equilibrium geometry. The level of theory is wB97M-V/def2-TZVPD.

Last column: natural (NBO) charge in e.
Element x y z (Å)
S 0.78812 0.35689 0.29049  0.255
C 2.47654 0.34917 -0.37335  -0.519
H 2.75202 -0.33743 -1.09887  0.183
H -0.84205 -1.48327 -0.50201  0.191
P -2.15325 0.35928 -0.10502  0.364
H -3.02564 -0.55817 0.29347  -0.033
H 3.17042 0.65729 0.33960  0.196
H -2.37725 1.35346 1.02491  0.006
C -0.78890 -0.69722 0.13077  -0.644

Properties
HOMO-LUMO gap (spin up / spin down)	7.239 / 7.596	eV
total charge	0
multiplicity	1
HOMO energy (spin up / spin down)	-7.889 / -7.892	eV

---

Record 5
This record from the OMol25 dataset describes 2 unconnected molecules or ions with the total composition C2H5PS2 in a non-equilibrium geometry. The level of theory is wB97M-V/def2-TZVPD.

Last column: natural (NBO) charge in e.
Element x y z (Å)
S -1.90318 -2.02047 0.55666  -0.272
S 0.64437 0.70458 0.51509  0.514
C -0.88561 0.50234 0.07789  -0.629
H -2.87883 1.29611 -0.79248  0.004
H 1.43563 -1.56504 1.21227  0.247
H 2.48392 -0.87777 0.01835  0.236
P -2.14192 1.66410 0.26443  0.447
H -1.44692 2.73882 -0.22040  -0.035
C 1.39175 -0.94915 0.29668  -0.785
H 0.71717 -1.53541 -0.34486  0.274

Properties
HOMO-LUMO gap (spin up / spin down)	6.928 / 6.955	eV
total charge	0
multiplicity	1
HOMO energy (spin up / spin down)	-8.420 / -8.573	eV

---

Record 6
This record from the OMol25 dataset describes a molecular structure, C2H5PS3 in a non-equilibrium geometry. The level of theory is wB97M-V/def2-TZVPD.

Last column: natural (NBO) charge in e.
Element x y z (Å)
C -1.45703 -0.64775 -0.04239  -0.883
H -2.54515 -0.41649 0.08616  0.246
H 0.73610 2.64254 2.47721  0.109
P -0.40984 0.46437 -1.07701  0.819
H -1.00675 -0.47723 0.97740  0.246
S -0.98288 -2.14735 -0.97999  0.256
H 1.08739 -1.19429 -2.10606  0.237
H 1.23042 -1.04892 -0.40527  0.240
S 1.17381 1.09392 0.66017  -0.362
C 0.48799 -1.14510 -1.26978  -0.860
S 1.68593 2.87629 1.67955  -0.048

Properties
HOMO-LUMO gap	8.151	eV
total charge	0
multiplicity	1
HOMO energy	-8.760	eV

---

Record 7
This record from the OMol25 dataset describes a single C2H5PS3 molecule in a non-equilibrium geometry. The level of theory is wB97M-V/def2-TZVPD.

Last column: natural (NBO) charge in e.
Element x y z (Å)
H 0.51700 0.77712 2.12630  0.248
S -1.95844 -1.43316 0.00420  -0.377
C 0.63683 0.02606 1.43018  -0.851
H -2.56231 -1.06314 -1.07442  0.131
H 0.39185 -0.96842 -1.29250  0.252
H 1.19883 0.63131 -1.93984  0.269
S 1.98762 0.23237 0.18587  0.224
C 0.76423 0.03047 -1.16305  -0.887
S -1.15874 2.27229 -0.06194  -0.429
P -0.49521 0.52076 0.05511  1.159
H 0.67835 -1.02566 1.73008  0.261

Properties
HOMO-LUMO gap	9.050	eV
total charge	0
multiplicity	1
HOMO energy	-9.242	eV

---

Record 8
This record from the OMol25 dataset describes 29 unconnected molecules or ions with the total composition C2H60BrO34PS in a non-equilibrium geometry. The level of theory is wB97M-V/def2-TZVPD.

Last column: Löwdin charge in e.
Element x y z (Å)
H 0.17709 -0.44056 8.68533  0.025
P 0.01112 0.75255 -2.94273  0.719
H 3.02892 3.13724 -1.76434  -0.002
O 3.87154 -9.04583 -2.64601  -0.059
O 1.29303 -1.58952 9.90908  -0.052
H -0.76133 -1.17027 -2.31835  0.044
H 0.81333 -2.29622 1.25005  0.055
O -1.88472 -5.70072 -3.15994  -0.044
O -0.03255 3.40306 -11.00837  -0.049
H 1.48825 6.07321 -2.26986  0.044
O 1.53553 1.56849 -0.13104  0.148
Br -2.13473 1.56613 -3.09559  0.374
H -1.09657 3.35199 -8.86562  0.014
O 3.69927 2.31246 3.53966  -0.053
H -0.44755 -1.26854 7.56854  0.052
H -0.53307 -4.33574 -2.39253  0.000
C 0.83026 2.20291 -0.91979  -0.540
H 1.10548 1.69057 3.86129  0.033
O -0.72229 3.87114 1.87497  -0.329
O 0.92422 5.37299 -2.61983  -0.053
H -1.60479 -6.52403 -3.57795  0.049
O -5.77776 1.80086 0.74558  -0.060
O -1.83122 2.86455 -8.46924  -0.055
H -0.20948 5.62272 -11.00039  -0.008
H -2.59326 3.44083 -8.60320  0.042
H 0.78373 3.49034 -11.51708  0.057
H 0.89548 4.72064 -1.90956  -0.009
O -1.54628 -2.42779 3.22832  -0.047
O 3.74513 3.77869 -1.65905  -0.046
H 1.60430 -3.09773 0.22375  0.059
H 6.63790 -1.34152 0.54084  0.030
H -1.79030 -3.16604 0.45781  0.035
H 1.28118 0.70784 -6.67483  0.043
H 6.02599 -0.01707 0.10782  0.008
O -0.03611 -0.19272 4.93650  -0.066
H 2.91092 -6.40914 0.22122  0.013
H -2.66172 -5.43350 -3.66570  0.052
H 4.17020 -8.73230 -1.78322  -0.007
O 5.99753 -0.96677 -0.07481  -0.069
O 6.34378 2.16883 1.35784  -0.054
H -5.57579 0.86085 0.83230  0.053
H -9.57023 2.08241 0.31933  0.042
H -1.99914 1.35156 -6.53376  -0.003
O 1.30818 -3.16542 4.07091  -0.069
O -5.28540 5.13224 0.43338  -0.059
H 1.55767 -1.93407 10.77193  0.066
O 0.80075 -3.13021 0.76268  -0.048
O -2.43973 0.89204 6.77926  -0.069
H 5.48333 -8.64152 -0.05075  0.049
O -2.81673 1.26330 -6.02300  -0.156
H 3.90581 1.37353 3.62726  0.039
H -0.69559 3.16519 -11.66894  0.058
H 0.53877 -2.88705 3.55385  -0.017
H -0.02912 6.53256 -9.79373  0.034
S -1.05278 2.88496 0.74529  0.788
O -8.85534 2.72179 0.42591  -0.058
O -0.00186 -3.53700 -2.26918  -0.072
O 0.04952 -4.18798 8.75157  -0.057
H -1.85041 0.44299 6.15736  -0.008
H -3.51329 2.34994 0.60280  0.066
H -1.83469 -1.60331 2.81654  0.046
H -3.47875 1.02589 -6.68288  0.032
H -6.60019 1.91050 1.24349  0.033
H -2.17462 0.54792 7.63938  0.016
O 0.07015 6.51426 -10.75291  -0.067
C -2.83561 3.19293 0.24294  -0.118
H 5.20348 -7.45441 0.85864  0.053
H -0.00243 0.75822 5.11933  0.013
H 0.04949 2.78492 3.77197  0.032
O -0.15354 -0.54922 -1.82996  -0.361
O 0.55862 1.22269 -6.29552  -0.074
H -5.40364 5.13488 1.39150  0.051
H 5.72526 2.03270 2.08629  0.015
O -1.03793 1.47936 1.25998  -0.320
O 0.81625 2.50623 4.29338  -0.052
H 0.78070 -4.69642 8.37986  0.040
O -1.77755 -2.53106 -0.26899  -0.069
H -2.87677 3.18955 -0.90514  0.021
H 6.04374 2.98954 0.94817  0.043
O 4.75911 -8.12379 0.32330  -0.053
H -3.21911 4.20212 0.59962  0.067
H 1.00364 1.88575 -5.75370  0.027
O -0.13233 3.19495 -0.61977  -0.159
O 2.70548 -5.47126 0.11441  -0.057
H -8.43219 2.74570 -0.44161  0.040
H 4.16785 3.80070 -2.52585  0.046
H 2.93392 -8.82135 -2.66364  0.036
H 1.59878 -3.97682 3.63807  0.029
H -2.17238 -2.55949 3.95023  0.055
H 0.11593 -3.48010 -1.31225  -0.012
H 1.89598 -5.34882 0.62763  0.019
H 1.88163 -2.03737 9.28715  0.058
H 2.87951 2.42257 4.04178  0.002
H -1.20751 -1.82141 0.05153  0.009
H 0.59604 -0.57288 5.55993  0.031
H 0.48222 -3.53157 9.31455  -0.009
O 0.07951 -0.47320 7.72281  -0.059
O 1.08184 1.95477 -2.33093  -0.292
H -5.55891 4.24418 0.16660  0.015

Properties
HOMO-LUMO gap	9.221	eV
total charge	0
multiplicity	1
HOMO energy	-9.328	eV

---

Record 9
This record from the OMol25 dataset describes a molecular structure, C2H6AuN2OS4. The level of theory is wB97M-V/def2-TZVPD.

Last column: natural (NBO) charge in e.
Element x y z (Å)
N -2.05175 2.37684 0.17502  -0.620
S 2.49716 -0.25389 0.04256  -0.608
S 2.60611 -0.39238 2.10870  -0.112
H -0.30057 2.22187 -0.92432  0.242
S -0.70268 -0.24052 2.39810  -0.696
S 1.05643 0.72406 2.89805  -0.119
Au 0.11428 -0.51580 0.02103  0.530
H -0.70113 3.87366 -0.40204  0.178
H -2.44450 2.69534 1.04281  0.384
C -0.69546 2.82114 -0.10979  -0.430
H -3.88673 -0.20060 0.02742  0.396
N -3.73379 0.77945 0.19577  -0.846
O -1.90457 0.52263 -1.13134  -0.706
H -0.04557 2.68432 0.75444  0.225
C -2.51060 1.19635 -0.30311  0.803
H -3.98172 1.07783 1.12517  0.379

Properties
HOMO-LUMO gap	6.473	eV
total charge	-1
multiplicity	1
HOMO energy	-3.424	eV

---

Record 10
This record from the OMol25 dataset describes a molecular structure, C2H6BeO2 in a non-equilibrium geometry. The level of theory is wB97M-V/def2-TZVPD.

Last column: natural (NBO) charge in e.
Element x y z (Å)
H -0.48572 -1.27126 0.87956  0.244
C -1.09170 0.51631 -0.14872  0.165
H 0.26044 1.94812 0.12384  0.581
H 2.97093 -0.23653 0.61713  0.522
H -1.80887 1.18147 0.33281  0.206
O 0.14232 1.09759 -0.39023  -0.888
C -1.09805 -0.94981 0.01485  -0.764
O 2.63202 0.27026 -0.11994  -1.353
H -0.72756 -1.46791 -0.88495  0.233
Be 1.33104 0.19887 -0.62271  1.752
H -2.12485 -1.28712 0.19835  0.300

Properties
HOMO-LUMO gap (spin up / spin down)	8.665 / 11.633	eV
total charge	+1
multiplicity	2
HOMO energy (spin up / spin down)	-13.675 / -16.647	eV

---

Please write out number 9 again, unchanged.
This record from the OMol25 dataset describes a molecular structure, C2H6AuN2OS4. The level of theory is wB97M-V/def2-TZVPD.

Last column: natural (NBO) charge in e.
Element x y z (Å)
N -2.05175 2.37684 0.17502  -0.620
S 2.49716 -0.25389 0.04256  -0.608
S 2.60611 -0.39238 2.10870  -0.112
H -0.30057 2.22187 -0.92432  0.242
S -0.70268 -0.24052 2.39810  -0.696
S 1.05643 0.72406 2.89805  -0.119
Au 0.11428 -0.51580 0.02103  0.530
H -0.70113 3.87366 -0.40204  0.178
H -2.44450 2.69534 1.04281  0.384
C -0.69546 2.82114 -0.10979  -0.430
H -3.88673 -0.20060 0.02742  0.396
N -3.73379 0.77945 0.19577  -0.846
O -1.90457 0.52263 -1.13134  -0.706
H -0.04557 2.68432 0.75444  0.225
C -2.51060 1.19635 -0.30311  0.803
H -3.98172 1.07783 1.12517  0.379

Properties
HOMO-LUMO gap	6.473	eV
total charge	-1
multiplicity	1
HOMO energy	-3.424	eV

---

Among the records above, which one has the highest multiplicity? number 3